Entry from the OMol25 dataset: C34H42Ge2NPTl as an isolated structure (wB97M-V/def2-TZVPD).

Results
HOMO-LUMO gap	6.41	eV
highest occupied orbital energy	-16.24	eV

ORCA input file:
```
! wB97M-V def2-TZVPD RIJCOSX def2/J DEFGRID3
* xyz 3 1
C -1.97021 -2.77175 4.30569
C -3.60702 -3.77468 0.61244
H -0.84116 4.68140 0.16333
H 4.08732 -4.19631 -0.03632
H -2.04752 2.39054 -1.88798
H 1.48158 -3.00397 -0.83843
C 3.97488 2.79934 1.34666
C 5.84731 -2.10802 -2.04060
H -5.59199 1.79450 2.38386
C -6.05812 -1.86126 3.59847
C -4.70147 -0.17420 2.48678
C 2.35842 -0.18655 -4.25057
H 1.26541 1.75126 -6.80377
H -3.39158 -4.31688 1.53537
H 2.61876 1.15344 1.23302
H 1.08349 3.39872 -4.97058
C 3.46623 1.61501 -0.69772
Tl 0.67811 -0.55197 0.22189
C -7.03901 -0.90562 3.82549
C -6.86121 0.40159 3.38158
C 2.25456 0.74248 -3.21487
Ge -2.28403 -1.44675 1.72436
C 4.93430 -1.07445 -2.14832
C -1.65272 0.27229 -2.15826
H 5.38750 4.40182 1.16460
C -3.04926 1.30388 1.28456
H -0.81324 -1.01960 3.73127
N 2.04298 -2.48122 -0.16893
C -4.90763 -1.48402 2.93307
H 0.04411 2.61996 2.31207
H 4.47869 2.32256 -2.46464
H 2.13644 -3.09603 0.63407
H -4.58830 -3.30890 0.70306
H 1.69905 2.75429 -2.66344
C 4.84613 3.62208 0.64398
H 5.70110 4.09478 -1.26677
H -1.55634 4.48585 1.77638
H 2.10964 -0.52557 -6.35276
C 5.02422 3.44818 -0.72225
C -1.18073 -1.94244 3.28247
H 6.79517 -2.04873 -2.56124
H -2.66993 -0.03785 -1.91262
H -2.37195 -3.69270 3.87963
C 1.42543 2.39176 -4.76161
H -0.33475 -2.50337 2.88491
H -0.95964 -0.50462 -1.82503
C -1.31646 1.64242 -1.55815
H 5.17894 -0.19372 -2.72893
C -5.70453 0.76955 2.71846
C -0.09324 2.92632 1.27639
C 3.37758 -2.30314 -0.76580
C 2.00716 0.18474 -5.54117
C 1.76865 2.02988 -3.46872
H -0.32739 1.98968 -1.85907
C 4.33769 2.44854 -1.39697
H -7.63627 1.13674 3.55609
C 3.28425 1.80411 0.67297
H -3.70293 2.17641 1.35652
H -3.66325 -4.50872 -0.19237
C 4.31552 -3.31474 -0.62733
C -3.44395 0.13571 1.80096
H 2.73505 -1.18442 -4.05864
C 3.69888 -1.15962 -1.50397
H -2.78886 -2.20235 4.74535
H -6.19610 -2.88174 3.93415
C 5.54578 -3.21617 -1.25871
H -1.54554 -3.23753 0.13895
H 0.85068 2.81957 0.74003
C 1.53782 1.46670 -5.79475
H 6.26894 -4.01318 -1.14777
H -1.57906 0.32550 -3.24448
C -0.64588 4.36518 1.18883
H -4.13905 -2.24913 2.74663
Ge -1.39953 1.76947 0.39688
P 2.58551 0.26064 -1.51500
H -2.75939 -2.21136 -0.65024
H -1.29420 -3.05345 5.11362
H -7.94675 -1.18199 4.34904
H 3.84032 2.93685 2.41185
H 0.10086 5.04565 1.59842
C -2.51426 -2.75068 0.26461
*
```

Entry from the OMol25 dataset: C3H4FN3S as an isolated structure in a non-equilibrium geometry (wB97M-V/def2-TZVPD).

Results
HOMO-LUMO gap	9.31	eV
highest occupied orbital energy	-9.99	eV
energy relative to the best compared isomer or geometry (same formula, charge and spin)	97.9	kcal per mole

ORCA input file:
```
! wB97M-V def2-TZVPD RIJCOSX def2/J DEFGRID3
* xyz 0 1
N -0.51504 1.03840 -0.14368
N -1.39618 0.79616 1.69468
S -0.78476 1.35052 -1.80381
H 1.79056 -0.72358 -1.15919
F -0.14947 -1.80145 -1.06625
C 0.86112 -1.05626 -0.47671
C 0.15583 -0.04961 0.34103
H 0.83063 1.91745 -2.00684
C -0.54580 -0.28775 1.48122
H -0.30823 -0.94125 2.40210
N -1.26445 1.64236 0.64711
H 1.32577 -1.88500 0.09033
*
```

Entry from the OMol25 dataset: C4H5BrS as an isolated structure in a non-equilibrium geometry (wB97M-V/def2-TZVPD).

Results
HOMO-LUMO gap	8.53	eV
highest occupied orbital energy	-8.55	eV
energy relative to the best compared isomer or geometry (same formula, charge and spin)	27.2	kcal per mole

ORCA input file:
```
! wB97M-V def2-TZVPD RIJCOSX def2/J DEFGRID3
* xyz 0 1
C 2.36390 -0.70661 0.36452
H 1.73710 -0.00862 -1.62164
S 0.93066 -1.12287 2.08196
H -0.48752 -1.05578 -0.70183
C -0.28192 -0.07806 1.20814
Br 4.14606 -1.08375 0.32539
C 1.49782 -0.37751 -0.55501
C 0.04213 -0.13480 -0.31937
H -0.19030 0.72195 -0.78243
H -1.20302 -0.39046 1.40604
H -0.14758 0.83467 1.67293
*
```

Entry from the OMol25 dataset: F3H3SSi2 as an isolated structure in a non-equilibrium geometry (wB97M-V/def2-TZVPD).

Results
HOMO-LUMO gap (spin up / spin down)	6.87 / 6.87	eV
highest occupied orbital energy (spin up / spin down)	-9.24 / -9.24	eV
energy relative to the best compared isomer or geometry (same formula, charge and spin)	78.4	kcal per mole

ORCA input file:
```
! wB97M-V def2-TZVPD RIJCOSX def2/J DEFGRID3
* xyz 0 1
H -1.66361 -0.07475 1.00514
Si 1.45665 0.85656 -0.04974
F 1.64066 2.38806 -0.50918
H 3.90198 -1.02876 0.88688
Si -1.44929 1.02648 0.07208
F 1.44957 0.19997 -1.52503
F -2.19122 2.26793 0.73884
S 4.05654 0.22527 0.52107
H -1.91234 0.92421 -1.28854
*
```

Entry from the OMol25 dataset: a 5-piece molecular cluster, C25H54ClNO10S2 overall in a non-equilibrium geometry (wB97M-V/def2-TZVPD).

Results
structure (SMILES)	N#CO[C@@H]1OS(=O)(=O)CC[C@H]1CCCCS(=O)(=O)Cl.CCOCC.CCOCC.CCOCC.CCOCC
HOMO-LUMO gap	9.51	eV
highest occupied orbital energy	-9.40	eV

ORCA input file:
```
! wB97M-V def2-TZVPD RIJCOSX def2/J DEFGRID3
* xyz 0 1
H 1.86248 0.30346 5.13024
C 5.53822 5.83101 -1.04580
H 5.55668 2.61587 -0.46896
C 6.24462 2.94635 -1.24471
O 3.97818 0.74023 1.79704
O 2.80564 -1.06880 0.72910
H 0.91373 1.23410 -1.65118
H 0.74209 -6.35258 -0.07954
C -0.04460 -7.10705 -0.05274
H -3.25305 -1.48925 0.45631
H 0.14035 1.28107 3.56789
H 1.39590 2.26184 2.81694
H -3.88431 -6.77133 1.82485
H 6.20582 4.12536 -3.05974
H 0.69853 3.46317 6.58522
H 2.72200 2.15387 -0.66751
H 7.04143 3.51365 -0.76044
O -2.08498 1.10347 2.26191
H -5.08180 1.65138 -6.50216
C 0.61864 2.57076 5.96395
C -5.06923 0.82458 -4.51356
H 1.96024 2.01197 0.92576
H 0.15857 -7.85945 -0.81588
H -1.65453 -2.38498 -1.22186
H -6.67306 3.15000 -1.69244
H -4.59434 3.09797 -3.09116
O 1.85648 -2.83437 -0.41571
N 0.81106 -3.58852 1.66231
H -6.77713 1.38230 -1.78034
O 1.91946 2.35017 5.45373
H -2.20362 -6.80323 2.35323
H 7.37465 5.83157 -2.21252
H -0.07819 0.52309 6.20373
H -3.50774 -8.86558 0.49752
H -1.75353 0.64620 -1.08607
H 0.50995 -2.12752 -2.17890
O 4.57770 0.24999 -0.44137
H 6.69303 2.06815 -1.70763
O -4.52325 1.02735 -3.22355
H 2.75474 -1.23174 -1.32018
C 1.20601 1.32239 3.34118
C 5.51378 3.77533 -2.28550
H -1.65101 -1.12127 1.00094
H -3.64111 2.06371 -5.55481
H 4.77439 3.15045 -2.78934
H -4.41970 2.20048 -1.59722
Cl -4.66469 -0.09635 2.47868
H 0.23519 -0.90793 0.31365
C -2.49216 -0.71897 0.45215
C -4.93992 2.20896 -2.55144
H 7.06354 7.32364 -1.33044
H -1.83164 -1.50902 -2.70348
H 3.11380 1.21574 4.30776
C 0.07889 -1.19176 -1.84550
H 0.13891 1.28173 -0.10538
C -3.03248 -7.42618 2.01349
H 0.78217 1.17067 7.59831
C -1.42757 -1.43739 -1.70192
H -1.39409 -5.92951 -1.22990
H 0.21781 -0.50704 -2.67037
C -2.21297 -0.32638 -0.99307
C 2.06205 1.23646 4.59125
H 6.13873 6.94408 -2.79496
H -1.61707 -5.72362 0.49692
C -4.72130 1.91856 -5.50863
H -3.17315 -0.23470 -1.48150
C 2.09790 -1.42296 -0.47869
C 2.24551 1.48365 0.03196
H -4.65433 -0.12281 -4.85992
C 0.08138 1.42196 6.80107
H -7.00338 2.35727 -3.23051
H -6.15470 0.68894 -4.45349
O 4.78043 4.86116 -1.74555
C -6.43583 2.27788 -2.30135
H -0.87444 1.69737 7.24767
C -1.40332 -6.46667 -0.28021
C 0.97709 0.86319 -0.64093
S -3.11798 0.66514 1.38728
C 0.79774 -0.67399 -0.57968
H -1.81210 -8.85658 0.94335
S 3.51616 0.34779 0.50791
H -0.07718 2.81302 5.15232
H -5.17263 2.87366 -5.23731
H 1.43727 0.48913 2.67452
H 4.81443 6.56834 -0.69829
C 6.59047 6.52123 -1.89672
H -3.28806 -8.10873 2.82416
O -3.66849 1.61555 0.48293
C -2.67769 -8.21009 0.76102
H 5.99206 5.39042 -0.15138
C 1.45573 -3.22972 0.75410
H 0.01182 -7.59970 0.91878
O -2.46114 -7.40114 -0.37978
*
```

Entry from the OMol25 dataset: C43H48Cl3GeN2P4PbS2 as an isolated structure in a non-equilibrium geometry (wB97M-V/def2-TZVPD).

Results
HOMO-LUMO gap (spin up / spin down)	7.55 / 5.41	eV
highest occupied orbital energy (spin up / spin down)	-12.95 / -13.12	eV
energy relative to the best compared isomer or geometry (same formula, charge and spin)	35.4	kcal per mole

ORCA input file:
```
! wB97M-V def2-TZVPD RIJCOSX def2/J DEFGRID3
* xyz 2 2
H -1.81797 -6.39462 -4.65068
H 0.14337 2.10841 3.84180
C -0.20022 1.56955 2.96191
Cl -0.62658 4.82309 1.26517
H 2.68925 -0.40513 5.46415
C -5.59174 -1.46332 -2.42214
C -7.33285 -1.83163 -0.80744
H -5.09121 1.75542 -2.97906
P 3.52980 0.75208 -0.39868
C 6.26016 1.14700 -1.02138
H 1.04705 -2.17778 4.58267
H 4.87351 -0.87570 -2.37735
C -4.86960 -0.76052 -1.45582
C 5.24480 -1.12926 -1.38176
H -3.31486 -4.43558 -4.74899
C 3.19184 4.06010 2.71794
H 4.60718 -1.90896 -0.96009
H -3.79720 -1.96672 3.72840
H -2.02374 -1.47723 2.07694
H -7.01920 -0.97487 1.13770
C 0.67946 -1.44249 3.86409
H -5.55253 -4.77953 1.01977
C -2.52972 -3.55804 -2.96283
H 3.81305 -0.55067 2.67562
H -5.58307 -3.57951 3.17893
C -1.95455 0.93709 -4.04737
H 3.37718 -1.96756 3.63550
C -4.78811 -4.04781 1.24484
H 6.07684 1.35757 -2.07395
C -1.75876 -5.63578 -3.88195
H 3.86581 7.05310 4.14271
H -0.18793 -6.62469 -2.80594
H 6.21290 2.07553 -0.45503
H -0.06010 -4.88953 -1.04768
H -2.79951 3.40969 -6.19104
H 5.14635 -1.14960 1.31567
H 3.74127 1.21037 -2.76252
C -2.89232 2.70666 -5.37389
H -7.38867 -2.54574 -2.83093
C -0.76782 -4.79512 -1.86065
H -8.29683 -2.25289 -0.55532
H 2.42891 2.16083 -2.05375
H 5.70875 0.51067 1.63949
N 4.21440 3.07703 0.78214
H -4.86797 3.36039 -4.84407
C -2.80695 -2.18609 1.84298
H 2.38546 5.08389 4.42902
C -3.80409 -2.45850 2.76412
Cl 1.75776 4.89384 -1.12621
C -4.80019 -3.37731 2.45952
S 0.29280 -2.43611 0.24593
C -4.05886 2.67834 -4.62083
C -5.38095 -0.57842 -0.17152
H 5.66837 5.26915 0.68050
C -6.82364 -1.99841 -2.08840
C -0.84527 -5.76671 -2.84595
H 1.42293 0.79641 5.23323
H -0.61876 2.28484 2.25985
N 2.37553 2.99817 2.84296
H -0.96742 0.84421 3.23217
C 5.30203 0.09513 -0.46237
H -1.15108 0.24871 -3.81762
C -1.84447 1.83925 -5.09100
C -2.60119 -4.53391 -3.94184
C -3.78511 -3.79385 0.32210
S -2.23850 0.55101 -0.20952
H -0.93894 1.86695 -5.68184
C -1.61209 -3.68840 -1.92154
C -1.69246 -0.85870 -1.40977
H 6.24816 -1.54116 -1.50232
H 0.31844 -1.98278 2.99002
H -3.75853 -4.33408 -0.61566
C 4.13832 4.10521 1.64673
C 4.96152 5.23999 1.49934
H -0.15592 -0.91867 4.33101
C 2.25960 0.29617 4.74552
H 3.02248 1.03880 4.51112
H -5.19998 -1.58266 -3.42583
P 1.19273 0.69396 2.18846
C -6.61652 -1.11841 0.14395
C 5.74865 -0.32435 0.93661
C 2.45773 2.01213 1.98038
H -4.82876 -0.01770 0.56715
H -3.18738 -2.69823 -2.99554
C 3.00316 -1.24136 2.91191
C 4.84891 6.26981 2.38867
Ge 0.05501 3.69293 -0.46443
H 4.09802 2.66477 -1.77969
P -1.54201 -2.45506 -0.61399
C 3.41415 2.05030 0.91760
H 7.27591 0.75395 -0.94140
C 3.44572 1.80301 -1.89612
H 6.78361 -0.66631 0.88906
C -4.18615 1.78082 -3.57440
Cl -1.48288 4.01354 -1.97630
C -3.12644 0.92023 -3.29425
Pb 0.83639 0.08335 -0.43450
C 3.91987 6.22024 3.45485
H 2.71520 -1.78537 2.00812
P -3.22872 -0.15164 -1.87297
C 1.81951 -0.48448 3.50927
C -2.80607 -2.84661 0.61458
H 5.47785 7.14343 2.28142
C 3.10464 5.13849 3.62252
*
```